# 1
C32H16CaN8 | the ωB97M-V functional and the def2-TZVPD basis

```
57
Properties=species:S:1:pos:R:3:forces:R:3
Ca -0.0361 0.0130 -0.6814 -0.04 0.00 -1.42
C 0.6766 6.5219 1.0758 -0.10 0.04 0.00
C -0.7274 6.5251 1.0775 0.10 0.05 0.01
C -1.4471 5.3680 0.8462 0.03 -0.09 -0.01
C -0.7324 4.2002 0.5969 -0.23 0.11 0.00
C -1.1548 2.8243 0.3389 -0.09 -0.10 0.08
N -0.0360 2.0812 0.1463 -0.01 -0.36 0.22
C 1.0841 2.8226 0.3343 0.11 -0.10 0.09
N 2.3552 2.3955 0.3919 -0.14 0.07 -0.01
C 2.7726 1.1375 0.3517 -0.02 -0.08 0.08
C 4.1451 0.7133 0.6715 0.00 0.26 -0.03
C 5.2932 1.4341 0.9697 -0.03 -0.07 0.00
C 6.4419 0.7156 1.2574 0.04 -0.05 0.01
C 6.4404 -0.6853 1.2631 0.03 0.05 0.00
C 5.2897 -1.4030 0.9810 -0.02 0.08 0.00
C 4.1438 -0.6812 0.6770 0.01 -0.27 -0.02
C 2.7714 -1.1064 0.3603 -0.03 0.10 0.08
N 2.3528 -2.3634 0.4111 -0.13 -0.08 -0.02
C 1.0824 -2.7916 0.3550 0.10 0.12 0.09
N -0.0377 -2.0517 0.1555 0.01 0.35 0.23
C -1.1559 -2.7921 0.3566 -0.12 0.09 0.08
N -2.4284 -2.3658 0.4063 0.17 -0.06 -0.02
C -2.8420 -1.1067 0.3588 -0.02 0.11 0.09
N -2.1032 0.0157 0.1534 0.37 0.01 0.21
C -2.8425 1.1398 0.3532 0.00 -0.13 0.08
N -2.4270 2.3981 0.3929 0.16 0.08 -0.02
C -4.2250 0.7144 0.6280 -0.01 0.26 -0.01
C -5.3841 1.4329 0.8854 0.02 -0.02 0.00
C -6.5431 0.7163 1.1326 -0.03 -0.09 0.00
C -6.5422 -0.6848 1.1364 -0.02 0.09 0.00
C -5.3816 -1.4003 0.8929 0.00 0.03 0.00
C -4.2245 -0.6803 0.6317 0.00 -0.26 -0.02
C -0.7347 -4.1653 0.6315 -0.22 -0.11 0.00
C -1.4507 -5.3292 0.8943 0.03 0.09 -0.01
C -0.7319 -6.4837 1.1408 0.10 -0.05 0.01
C 0.6722 -6.4810 1.1410 -0.10 -0.04 0.00
C 1.3863 -5.3235 0.8938 -0.07 0.05 0.00
C 0.6637 -4.1641 0.6311 0.24 -0.08 -0.01
N 2.0401 0.0154 0.1219 -0.31 -0.01 0.26
C 0.6660 4.1987 0.5946 0.24 0.07 0.00
C 1.3895 5.3608 0.8418 -0.06 -0.05 0.00
H 1.2057 7.4472 1.2650 -0.01 0.00 0.00
H -1.2509 7.4535 1.2677 0.00 -0.01 0.00
H -2.5290 5.3613 0.8590 0.01 -0.01 -0.01
H 5.2813 2.5158 0.9778 0.00 0.00 -0.01
H 7.3598 1.2416 1.4867 -0.01 0.00 0.00
H 7.3567 -1.2123 1.4966 0.00 0.01 0.00
H 5.2746 -2.4846 0.9975 -0.01 0.00 -0.01
H -5.3757 2.5148 0.8934 0.02 0.00 -0.01
H -7.4681 1.2427 1.3302 0.01 0.00 0.00
H -7.4660 -1.2121 1.3370 0.00 0.00 0.00
H -5.3702 -2.4820 0.9064 0.02 0.00 -0.01
H -2.5326 -5.3215 0.9060 0.01 0.01 -0.01
H -1.2560 -7.4094 1.3417 0.00 0.01 0.00
H 1.2005 -7.4042 1.3423 -0.01 0.00 0.00
H 2.4679 -5.3113 0.9056 0.00 0.02 -0.01
H 2.4711 5.3481 0.8517 0.00 -0.02 -0.01
```
Positions in Å, forces in eV/Å.

Results
gap between HOMO and LUMO (alpha / beta): 5.001 / 5.003 eV
HOMO energy (alpha / beta): -6.4 / -6.4 eV
LUMO (alpha / beta): -1.42 / -1.42 eV


# 2
C32H16Cl5N8O6RbSe | the ωB97M-V functional and the def2-TZVPD basis

```
69
Properties=species:S:1:pos:R:3:forces:R:3
Rb 0.2661 0.1079 -0.1157 -0.27 0.33 0.07
O -0.1080 2.1834 -6.4513 -0.06 0.13 -0.01
C -0.0934 0.8829 -6.4638 0.14 -0.05 0.21
O -0.0764 0.2161 -7.4852 -0.04 -0.08 -0.22
C -0.0691 0.1984 -5.1378 -0.03 0.00 -0.02
C 0.0045 -1.1696 -4.9927 -0.03 0.10 0.01
N 0.0110 -1.4193 -3.6735 0.00 0.00 0.05
N -0.0564 -0.3064 -2.9397 -0.06 -0.01 -0.09
C -0.1079 0.6931 -3.8051 -0.02 -0.12 0.03
C -0.2183 2.1090 -3.2783 0.02 0.01 -0.22
O -0.1678 3.0213 -4.1668 -0.04 0.14 -0.09
O -0.3497 2.2764 -2.0709 -0.01 0.02 0.29
H -0.1274 2.5801 -5.4246 0.02 -0.09 -0.05
H 0.0482 -1.9410 -5.7371 0.01 -0.09 -0.09
H 0.0389 -2.3055 -3.1925 0.00 0.08 -0.01
O 2.7703 0.2800 0.8575 0.13 0.14 -0.22
C 3.5637 0.3809 1.8244 0.05 -0.06 0.19
C 4.8864 0.9165 1.6600 0.08 0.01 0.01
C 5.7795 1.0322 2.6930 0.04 0.01 0.02
C 5.4400 0.6331 3.9927 -0.01 0.00 -0.03
C 4.1730 0.1212 4.1991 0.03 0.00 0.05
C 3.2357 -0.0189 3.1763 -0.05 0.00 0.06
C 1.9102 -0.5570 3.4777 0.20 0.09 -0.11
N 0.8638 -0.5706 2.6828 -0.21 0.02 0.03
C -0.1653 -1.1258 3.3949 0.03 -0.06 0.13
C 0.2519 -1.4666 4.6442 -0.01 0.01 -0.01
N 1.5804 -1.0987 4.6913 0.11 -0.06 0.20
H 5.1499 1.2227 0.6556 0.02 0.02 -0.05
H 6.7663 1.4421 2.5012 0.02 0.01 -0.01
H 6.1406 0.7291 4.8098 0.04 0.01 0.06
H 3.9045 -0.1708 5.2114 0.01 0.02 0.01
H -1.1377 -1.2470 2.9509 -0.12 -0.04 -0.01
H -0.2449 -1.9243 5.4786 -0.05 -0.06 0.06
H 2.2114 -1.2493 5.4617 -0.15 0.03 -0.20
Se -5.1565 6.3080 2.6159 0.16 -0.18 -0.10
N -5.3992 4.7784 1.7182 0.07 -0.19 -0.06
C -4.2537 4.1490 1.6929 -0.22 0.12 0.00
C -4.0522 2.8446 1.0645 -0.06 0.12 0.03
C -5.0633 2.1807 0.3709 -0.05 -0.01 0.01
C -4.7966 0.9475 -0.1779 0.00 0.00 0.00
C -3.5239 0.3981 0.0014 -0.10 0.00 0.02
N -2.5623 1.0248 0.6522 0.14 -0.05 0.01
C -2.8001 2.2340 1.1574 0.04 0.07 0.01
C -1.6623 2.9305 1.8092 -0.06 -0.02 -0.07
N -0.4878 2.3076 1.7895 -0.01 -0.10 -0.04
C 0.5649 2.8965 2.3213 -0.04 0.09 0.08
C 0.5024 4.1618 2.9119 0.01 -0.01 -0.01
C -0.7096 4.8137 2.9422 0.01 0.03 0.05
C -1.8259 4.1926 2.3832 -0.10 0.10 0.01
C -3.1469 4.8170 2.3577 -0.06 0.22 0.10
N -3.4224 5.9713 2.9060 0.17 -0.14 0.00
H -6.0340 2.6506 0.2772 0.00 -0.01 -0.01
H -5.5475 0.4061 -0.7367 0.00 -0.01 0.01
H -3.2686 -0.5830 -0.3842 0.03 -0.08 -0.05
H 1.4916 2.3371 2.2725 0.10 -0.05 -0.01
H 1.3948 4.6116 3.3246 0.01 0.00 0.01
H -0.8196 5.7962 3.3833 0.01 0.00 0.00
Cl 0.3488 -7.9767 0.1654 0.00 0.00 0.00
C -0.1707 -6.3310 -0.0091 0.03 -0.08 0.00
C 0.7573 -5.2973 -0.1479 0.07 0.00 0.00
Cl 2.4489 -5.6744 -0.1294 0.00 0.00 0.00
C 0.3506 -3.9879 -0.2973 0.03 0.06 -0.01
Cl 1.5006 -2.7031 -0.4445 0.17 -0.47 -0.05
C -1.0340 -3.5993 -0.3272 -0.03 -0.09 0.01
O -1.4129 -2.4209 -0.4806 0.01 0.30 -0.02
C -1.9424 -4.6994 -0.1697 -0.09 0.00 0.00
Cl -3.6292 -4.2996 -0.1751 0.01 0.01 0.00
C -1.5252 -6.0061 -0.0209 -0.04 -0.05 0.01
Cl -2.7002 -7.2722 0.1543 0.00 -0.02 0.00
```
Positions in Å, forces in eV/Å.

Results
gap between HOMO and LUMO: 5.058 eV
net charge: -2
HOMO energy: -2.2 eV
LUMO: 2.81 eV


# 3
C32H18Cl2FN5O4Pr | the ωB97M-V functional and the def2-TZVPD basis

```
63
Properties=species:S:1:pos:R:3:forces:R:3
Pr 0.2249 0.4693 0.1096 -0.17 0.47 0.19
Cl 5.8755 4.6652 2.0710 0.04 0.05 0.08
C 4.7429 3.7996 1.0795 -0.03 -0.07 -0.13
C 3.5495 3.3765 1.6338 -0.04 -0.05 0.02
C 2.5988 2.6755 0.8902 0.21 0.15 -0.15
N 1.4093 2.1854 1.4594 -0.07 -0.07 -0.24
C 0.8770 2.8021 2.5278 0.02 -0.03 -0.16
O 1.1939 3.8704 3.0518 0.03 -0.02 0.07
C -0.2726 2.0403 3.1626 -0.14 0.06 0.16
C -0.7631 2.4896 4.3848 0.02 0.04 0.01
C -1.7811 1.7876 5.0001 0.00 -0.05 -0.10
C -2.2850 0.6575 4.3701 0.02 0.03 0.05
C -1.7506 0.2915 3.1490 -0.09 -0.13 -0.11
N -0.7677 0.9633 2.5528 0.14 0.22 -0.04
C 2.8803 2.3854 -0.4720 0.15 0.24 0.11
C 4.0889 2.8350 -1.0099 -0.04 -0.09 0.01
C 5.0115 3.5310 -0.2510 -0.10 -0.03 0.10
Cl 6.4886 4.0546 -0.9977 0.09 0.02 -0.06
N 1.9559 1.6180 -1.2049 -0.20 0.03 0.11
C 1.9490 1.6640 -2.5477 -0.13 0.06 0.01
O 2.5888 2.3928 -3.3077 0.11 -0.09 0.03
C 0.9874 0.6950 -3.2198 0.01 0.05 -0.23
C 1.2447 0.3625 -4.5457 -0.03 -0.01 -0.01
C 0.3588 -0.4554 -5.2176 -0.05 0.03 0.11
C -0.7754 -0.8985 -4.5503 0.11 0.01 -0.09
C -0.9495 -0.5248 -3.2324 -0.22 -0.09 0.14
N -0.0868 0.2443 -2.5700 0.36 0.23 0.21
H 3.3461 3.6035 2.6665 0.00 0.03 0.01
H -0.3217 3.3794 4.8094 0.00 0.00 -0.01
H -2.1826 2.1130 5.9516 0.01 0.01 0.01
H -3.0812 0.0732 4.8104 0.00 -0.01 -0.02
H -2.1265 -0.5706 2.6119 0.00 0.01 0.00
H 4.3045 2.6414 -2.0460 0.02 0.01 -0.02
H 2.1322 0.7679 -5.0079 -0.02 0.02 -0.01
H 0.5391 -0.7345 -6.2480 0.00 -0.02 0.00
H -1.5022 -1.5298 -5.0425 -0.04 0.00 0.05
H -1.8210 -0.8451 -2.6705 0.01 0.01 0.01
F -6.4779 0.7402 -0.0252 -0.09 0.01 0.00
C -5.1210 0.6742 -0.0713 0.16 -0.02 -0.01
C -4.3922 1.8385 -0.1875 -0.07 0.10 -0.02
C -3.0053 1.7483 -0.2281 0.25 -0.11 0.01
C -2.2922 0.5367 -0.1529 -0.50 0.08 -0.02
C -3.1146 -0.6000 -0.0459 0.32 0.05 -0.04
C -4.5053 -0.5563 -0.0039 -0.12 -0.08 0.00
H -4.9039 2.7919 -0.2439 -0.02 -0.02 0.00
H -2.4529 2.6828 -0.3172 -0.05 0.04 0.01
H -2.6523 -1.5867 0.0138 -0.04 -0.03 0.02
H -5.1054 -1.4549 0.0808 -0.01 0.01 0.00
O 1.4158 -2.6679 -2.6263 -0.03 -0.04 0.10
C 1.0774 -2.7835 -1.4719 0.12 -0.06 -0.22
N 0.9674 -1.7674 -0.5365 0.06 -0.29 -0.03
C 0.5302 -2.2824 0.6289 0.10 -0.45 0.07
O 0.2995 -1.5811 1.6262 -0.03 -0.06 -0.04
C 0.3419 -3.7614 0.5101 0.03 -0.18 -0.19
C -0.0889 -4.7260 1.3953 -0.02 0.05 0.03
C -0.1474 -6.0388 0.9305 -0.02 -0.04 0.07
C 0.2096 -6.3561 -0.3745 0.06 0.00 -0.08
C 0.6352 -5.3699 -1.2632 -0.03 0.04 -0.07
C 0.6920 -4.0769 -0.7952 -0.07 0.03 0.25
H -0.3766 -4.4688 2.4066 0.03 -0.01 0.00
H -0.4764 -6.8299 1.5928 0.00 0.02 0.01
H 0.1601 -7.3866 -0.7038 -0.03 0.01 0.01
H 0.9028 -5.5935 -2.2882 0.01 -0.04 0.02
```
Positions in Å, forces in eV/Å.

Results
gap between HOMO and LUMO (alpha / beta): 6.613 / 6.631 eV
spin multiplicity: 3
<S²>: 2.0018
net charge: -1
HOMO energy (alpha / beta): -4.7 / -4.8 eV
LUMO (alpha / beta): 1.87 / 1.88 eV


# 4
C32H21BeF9N2O8PS2 | the ωB97M-V functional and the def2-TZVPD basis

```
76
Properties=species:S:1:pos:R:3:forces:R:3
Be 1.3807 -1.6513 2.0102 -0.02 0.25 -0.23
O -0.3121 0.9089 4.0875 -0.87 0.64 0.03
S 1.0217 0.4231 3.9726 1.41 -0.19 0.62
O 1.8530 0.3669 5.1414 -0.40 0.03 0.28
O 0.9934 -0.9121 3.3147 0.12 -0.59 -0.85
C 1.9278 1.5818 2.9517 0.32 0.05 -0.63
C 1.5269 2.9035 3.0956 -0.14 0.51 0.21
C 2.2319 3.9615 2.5076 0.54 -1.67 -0.78
C 3.3117 3.6474 1.6635 -0.06 0.16 0.89
C 3.7314 2.3317 1.5278 -0.67 0.13 0.11
C 3.0642 1.3000 2.1729 -0.50 -0.25 0.39
S 3.7525 -0.3401 1.9205 -0.72 -0.65 0.25
O 4.8264 -0.1092 1.0218 0.74 -0.04 -1.01
O 4.0860 -0.9777 3.1625 -0.35 0.32 0.14
O 2.6195 -1.1070 1.2220 0.28 0.53 0.57
H 0.6572 3.0818 3.7332 0.28 0.10 -0.25
H 1.9364 4.9675 2.6605 -0.28 0.76 0.14
H 3.9392 4.4066 1.2085 -0.34 0.16 -0.06
H 4.5550 2.0828 0.8942 0.39 -0.09 -0.16
C -2.7474 -4.7270 1.8715 0.28 -0.06 -0.22
N -1.4457 -4.3570 1.3362 0.41 0.56 -0.40
C -0.9337 -5.0576 0.2707 -0.59 0.62 0.86
C 0.2055 -4.7025 -0.2935 1.18 -0.19 -0.85
C 0.9960 -3.5982 0.2396 0.96 0.55 0.15
O 2.1005 -3.3103 -0.2326 -1.19 -0.44 0.28
N 0.4703 -2.8850 1.3402 0.01 -0.69 -0.64
C -0.7469 -3.2501 1.8930 0.31 -0.77 -0.54
O -1.2148 -2.6904 2.8480 -0.61 0.61 0.77
H -3.5041 -4.7711 1.0678 0.33 0.02 0.39
H -3.0165 -3.9979 2.6292 -0.06 -0.02 -0.04
H -2.6175 -5.7020 2.3336 -0.43 -0.19 0.16
H -1.5207 -5.8926 -0.0460 -0.28 -0.38 -0.23
H 0.6506 -5.2637 -1.1186 -0.24 0.25 0.33
F -2.2950 6.6107 -1.5537 0.32 0.22 -0.40
C -2.8840 5.8274 -0.6393 0.24 -0.48 -0.19
F -4.1589 5.7064 -1.0237 -0.72 0.00 -0.14
F -2.8795 6.5117 0.4976 0.03 0.16 0.71
C -2.2303 4.4731 -0.5479 -0.70 0.38 0.42
C -1.9856 3.8953 0.6896 0.62 -0.88 -0.80
C -1.3403 2.6545 0.7127 -0.21 0.44 -0.16
C -0.9974 2.0153 -0.4771 -0.17 0.06 0.57
C -1.3460 2.5801 -1.6924 -0.45 0.38 -0.34
C -2.0094 3.8046 -1.7410 1.15 0.06 -0.07
P -0.1459 0.4222 -0.2532 0.22 -0.14 0.24
C 1.0960 0.4377 -1.5601 0.58 0.46 0.07
C 1.5908 -0.7827 -1.9916 -0.69 -0.96 0.18
C 2.6884 -0.8766 -2.8074 0.51 0.54 -0.09
C 3.3789 0.2948 -3.1389 0.03 -0.54 -0.36
C 2.9814 1.5204 -2.6570 -1.34 -0.20 0.75
C 1.8244 1.5945 -1.8603 0.33 -0.14 -0.37
C 4.5711 0.2607 -4.0480 0.14 -0.71 0.41
F 4.5747 -0.8264 -4.8449 -0.08 -0.02 -0.10
F 4.6184 1.3316 -4.8466 0.13 0.35 -0.25
F 5.7368 0.2178 -3.3660 -0.07 0.18 -0.06
C -1.5011 -0.7125 -0.7520 0.86 0.36 -0.35
C -1.7769 -1.2614 -1.9977 -0.85 -0.43 -0.13
C -2.9124 -2.0652 -2.1646 0.07 0.02 0.91
C -3.7549 -2.2890 -1.0660 0.85 0.46 0.52
C -3.4678 -1.6955 0.1782 -0.30 -0.55 -0.60
C -2.3124 -0.9574 0.3342 -0.59 -0.26 0.22
C -4.9361 -3.1923 -1.2066 0.00 0.25 0.05
F -5.8048 -3.0289 -0.1931 -0.20 -0.02 -0.19
F -5.5693 -2.9223 -2.3647 -0.32 -0.31 0.04
F -4.6395 -4.5181 -1.2185 0.12 0.33 -0.16
H -2.2479 4.3705 1.6030 -0.13 0.47 0.51
H -1.0765 2.1770 1.6472 -0.04 0.06 0.17
H -1.0919 2.0651 -2.6040 0.04 -0.07 -0.23
H -2.1690 4.3506 -2.6740 -0.16 -0.47 0.18
H 1.1092 -1.7088 -1.6479 0.27 0.45 -0.28
H 3.0186 -1.8487 -3.1335 0.16 -0.05 -0.11
H 3.5255 2.4044 -2.9090 0.23 0.42 -0.06
H 1.5022 2.5523 -1.4693 0.04 0.02 -0.03
H -1.1408 -1.0862 -2.8473 0.24 0.12 -0.12
H -3.1608 -2.5477 -3.0987 0.17 0.11 -0.18
H -4.1406 -1.8248 1.0122 0.01 -0.17 0.07
H -2.0198 -0.5949 1.3138 -0.15 0.07 0.03
```
Positions in Å, forces in eV/Å.

Results
gap between HOMO and LUMO: 8.610 eV
net charge: -1
HOMO energy: -6.5 eV
LUMO: 2.08 eV